One molecule with the formula C4H8N2O, computed with ωB97M-V/def2-TZVPD.

- SMILES string = C[C@](O)(C#N)CN
- calculated total energy (eV) = -9304.911
- max |F| (eV/Å) = 1.11
- LUMO level (eV) = 0.6
- Kohn-Sham gap (hartree) = 0.4078

```
15
Properties=species:S:1:pos:R:3:forces:R:3:nbo_charge:R:1
C 0.22859 -1.34219 -1.05729 0.0 0.0 -0.1 -0.612
C -0.34501 -0.51425 0.09607 -0.1 0.0 -0.3 0.138
O 0.13932 -0.99008 1.32004 0.1 0.1 0.1 -0.706
C -0.00693 1.02036 -0.07164 -0.1 0.0 -0.1 -0.233
N 0.99326 1.42124 0.91068 0.1 0.2 0.0 -0.860
C -1.82569 -0.64608 0.10111 -1.0 -0.1 0.0 0.267
N -2.98090 -0.70366 0.08490 1.1 0.0 0.0 -0.324
H -0.03716 -2.39496 -0.93069 0.0 0.2 0.0 0.231
H 1.32037 -1.25675 -1.04122 -0.1 0.0 0.0 0.216
H -0.14599 -0.99580 -2.02692 0.0 0.0 0.2 0.214
H 0.78701 -0.30629 1.59816 -0.1 -0.1 0.0 0.497
H -0.92253 1.60759 0.04079 0.1 -0.1 0.0 0.210
H 0.36335 1.18525 -1.08824 -0.1 -0.1 0.2 0.201
H 0.61862 2.08292 1.57917 0.1 -0.1 -0.1 0.381
H 1.81368 1.83271 0.48507 -0.1 -0.1 0.1 0.380
```
Forces are in eV/Å.

=====

A 2-piece molecular cluster, C4H8N2O overall, computed with ωB97M-V/def2-TZVPD.

- SMILES string = NC(N)C=O.C#C
- calculated total energy (eV) = -9302.133
- max |F| (eV/Å) = 3.10
- LUMO level (eV) = 0.9
- Kohn-Sham gap (hartree) = 0.3585

```
15
Properties=species:S:1:pos:R:3:forces:R:3:nbo_charge:R:1
C 0.52590 -0.06050 0.56677 -1.7 0.2 -2.2 -0.010
N 1.35219 -1.08157 1.13970 0.0 -0.1 0.0 -0.846
N 1.30949 1.11625 0.32078 0.5 0.3 -0.4 -0.835
C -0.65979 0.24590 1.43516 -1.1 0.0 -0.1 0.432
O -1.51938 1.04900 1.11507 0.9 -0.5 0.5 -0.553
H -2.06364 0.55437 -0.99393 0.3 -0.3 0.2 0.266
H 2.21655 -1.17929 0.61831 -0.2 -0.1 0.0 0.381
H 0.86915 -1.97109 1.19471 0.2 0.0 -0.1 0.369
H 1.86143 1.37796 1.13125 -0.2 0.0 0.0 0.365
H 0.71676 1.88450 0.02286 0.2 -0.1 0.1 0.379
H -0.76100 -0.40285 2.32399 -0.2 0.2 0.3 0.111
C -1.57872 -0.01629 -1.76094 -0.8 0.2 -1.3 -0.282
C -1.27007 -0.45944 -2.83844 0.0 0.4 0.7 -0.220
H -0.91335 -0.76880 -3.78588 0.1 -0.3 -0.1 0.235
H -0.08551 -0.28814 -0.48939 2.0 0.1 2.4 0.207
```
Forces are in eV/Å.

=====

A 2-piece molecular cluster, C4H8N2O2 overall, computed with ωB97M-V/def2-TZVPD.

- SMILES string = Cn1[nH]ccc1=O.O
- calculated total energy (eV) = -11351.328
- max |F| (eV/Å) = 4.16
- LUMO level (eV) = 0.7
- Kohn-Sham gap (hartree) = 0.3478

```
16
Properties=species:S:1:pos:R:3:forces:R:3:nbo_charge:R:1
C 1.35100 0.38685 1.61405 0.6 1.5 1.6 -0.370
C 1.26090 1.63393 1.13687 1.5 1.4 -0.1 0.019
C 0.42236 -0.38452 0.87985 -1.1 -0.7 -1.1 0.591
C -1.22863 0.33573 -1.07903 1.5 -0.9 2.1 -0.430
N 0.38817 1.71051 0.06075 -0.2 0.9 -0.3 -0.410
N -0.11134 0.43493 -0.12371 0.2 -0.3 0.4 -0.257
O 0.18028 -1.55433 1.06619 -0.8 -1.5 -0.4 -0.659
O -0.74875 -2.85316 -1.42386 1.6 -1.1 -3.7 -0.966
H 1.79021 0.08145 2.57847 0.1 0.0 -1.1 0.248
H 1.91483 2.52844 1.31943 -1.1 -0.9 0.2 0.225
H -1.97647 1.02874 -0.72167 -0.7 -0.2 -0.5 0.195
H -0.86064 0.43054 -2.05256 0.5 1.4 -1.6 0.217
H -1.45167 -0.70314 -1.16052 -1.1 -0.7 0.7 0.259
H -0.39850 2.34376 0.25598 0.5 0.1 -0.3 0.372
H -0.73029 -2.51919 -0.56278 0.8 0.8 2.5 0.490
H 0.19852 -2.90054 -1.78746 -2.2 0.2 1.3 0.475
```
Forces are in eV/Å.

=====

A 3-piece molecular cluster, C4H8N2O2 overall, computed with ωB97M-V/def2-TZVPD.

- calculated total energy (eV) = -11347.101
- max |F| (eV/Å) = 1.51
- LUMO level (alpha / beta) (eV) = 0.6 / 0.4
- Kohn-Sham gap (alpha / beta) (hartree) = 0.2737 / 0.2768

```
16
Properties=species:S:1:pos:R:3:forces:R:3:nbo_charge:R:1
C -0.28084 -0.99254 0.24346 -0.1 0.8 -0.8 0.242
C -0.61467 0.13895 -0.41943 0.3 -0.8 0.4 -0.487
C 1.67990 0.74416 0.28129 1.1 0.4 0.4 0.390
N 2.05596 1.64575 -0.66409 0.0 0.1 -0.1 -0.867
C -2.74740 -1.06819 -0.73848 -1.2 -0.6 -0.7 0.315
O -0.32220 -1.16395 1.55954 -0.1 0.0 0.5 -0.656
N 2.24540 0.63261 1.40279 -0.2 0.0 -0.2 -0.783
O -2.94002 -1.52376 -1.81978 0.2 0.3 0.6 -0.515
H -0.57494 -0.33992 2.00200 0.0 -0.1 -0.1 0.488
H 0.07065 -1.87430 -0.27357 0.0 0.0 0.0 0.199
H 2.95844 2.10290 -0.56845 -0.2 -0.1 0.0 0.383
H 1.70693 1.54299 -1.59949 0.0 0.0 0.1 0.387
H 1.87812 -0.09947 2.00364 0.0 0.0 -0.1 0.360
H -0.99238 1.01311 0.08930 0.0 0.1 0.1 0.217
H -0.51706 0.16822 -1.49190 0.0 0.0 0.0 0.231
H -3.60586 -0.92657 -0.00682 0.1 0.0 -0.1 0.096
```
Forces are in eV/Å.

=====

A 2-piece molecular cluster, C4H8N2O2 overall, computed with ωB97M-V/def2-TZVPD.

- SMILES string = CC(=O)ON.CC#N
- calculated total energy (eV) = -11349.130
- max |F| (eV/Å) = 6.53
- LUMO level (alpha / beta) (eV) = 0.0 / 0.0
- Kohn-Sham gap (alpha / beta) (hartree) = 0.3235 / 0.3235

```
16
Properties=species:S:1:pos:R:3:forces:R:3:nbo_charge:R:1
C -2.11106 -0.94543 -0.63428 0.4 -0.4 -0.7 -0.711
C -1.10341 -0.26343 0.26660 -4.4 4.3 2.2 0.760
N -1.09509 2.19057 0.82135 0.1 0.2 0.2 -0.503
O -1.16922 1.19496 -0.15352 -0.2 -3.3 -0.4 -0.422
O -1.07879 -0.50349 1.45115 1.8 -0.2 -1.1 -0.558
H -0.39209 2.82589 0.43885 0.1 -0.3 0.4 0.358
H -0.76562 1.80329 1.70681 0.1 -0.2 -0.3 0.352
H -2.05956 -2.02779 -0.53693 0.4 0.0 -0.5 0.229
H -3.11710 -0.71346 -0.28224 0.3 0.4 0.5 0.255
H -2.09588 -0.52910 -1.63710 0.3 -0.5 -0.2 0.239
C 2.74440 -0.90031 -0.23198 0.5 -1.0 0.0 -0.707
C 1.60264 0.01368 -0.18981 1.7 3.8 -0.5 0.238
N 1.38846 1.16402 -0.26175 -0.3 -2.3 0.2 -0.274
H 2.89376 -1.38627 0.73158 -0.3 -0.5 -0.3 0.251
H 3.67778 -0.36078 -0.39365 -0.3 0.5 0.0 0.247
H 2.68077 -1.56233 -1.09508 -0.2 -0.5 0.4 0.246
```
Forces are in eV/Å.

=====

One molecule with the formula C4H8N2O2, computed with ωB97M-V/def2-TZVPD.

- SMILES string = CC1=N[C@](C)(O)NO1
- calculated total energy (eV) = -11350.738
- max |F| (eV/Å) = 4.57
- LUMO level (eV) = 0.9
- Kohn-Sham gap (hartree) = 0.3677

```
16
Properties=species:S:1:pos:R:3:forces:R:3:nbo_charge:R:1
C 1.25796 0.02399 -0.20295 -2.5 0.2 -0.1 0.558
C -0.94321 0.02173 -0.07274 0.7 1.1 -1.3 0.469
C 2.64705 -0.42008 -0.34996 0.1 1.0 2.4 -0.677
C -1.85523 -0.44671 0.97619 1.7 1.7 0.8 -0.635
N 0.26073 -0.77096 -0.24708 0.0 0.3 0.1 -0.518
N -0.43126 1.36441 0.31452 -3.0 1.6 -1.4 -0.335
O 0.91058 1.36268 0.04087 3.2 -1.4 -0.7 -0.358
O -1.61890 0.25756 -1.32624 0.8 0.5 0.7 -0.736
H 3.21311 0.17777 0.38544 0.0 -0.8 0.3 0.237
H 3.08326 -0.05304 -1.20931 0.7 0.4 -2.4 0.240
H 2.72986 -1.49754 -0.22927 0.0 0.3 0.0 0.254
H -2.43451 -1.23229 0.80604 -2.1 -3.8 -1.4 0.210
H -2.52237 0.29627 1.24946 -1.3 1.9 0.3 0.222
H -1.31847 -0.63377 1.85860 1.0 -0.4 1.2 0.225
H -0.88048 2.06288 -0.41406 1.2 -1.7 1.8 0.370
H -2.09813 -0.51288 -1.57952 -0.6 -1.0 -0.3 0.474
```
Forces are in eV/Å.